{
  "formula": "C5H10N2O2",
  "method": "the ωB97M-V functional and the def2-TZVPD basis",
  "total_charge": 0,
  "e_above_lowest_kj_mol": 335.7,
  "elements": ["C", "C", "N", "C", "C", "N", "C", "O", "O", "H", "H", "H", "H", "H", "H", "H", "H", "H", "H"],
  "coordinates": [[0.910931, 0.004963, -0.367486], [0.793227, -1.373424, -0.926064], [-0.120161, 0.914886, -0.541739], [2.072178, 0.628282, 0.121078], [-1.375942, 0.680142, -0.608055], [-1.401775, -0.224043, 1.815298], [-2.575514, 0.545167, -1.083389], [3.179499, -0.165705, 0.230395], [2.119538, 1.826395, 0.435756], [3.883158, 0.388242, 0.597630], [0.209501, 1.857969, -0.278769], [-0.388555, -0.339133, 1.733433], [-1.800014, -1.084297, 2.176825], [-1.590007, 0.533531, 2.463128], [0.704585, -1.367209, -2.018579], [1.676184, -1.948192, -0.655970], [-0.087288, -1.883630, -0.523293], [-2.810288, 0.761107, -2.117756], [-3.399257, 0.244949, -0.452442]],
  "forces_ev_per_angstrom": [[0.6829, -0.5343, -0.3841], [-0.1763, 0.2026, 0.1692], [-0.8887, -0.0071, 0.5965], [-0.0277, 0.3773, -0.1685], [0.6562, 0.4005, -0.8177], [0.0636, -0.1771, 0.1212], [0.0210, 0.0632, 0.1732], [-0.1596, -0.0163, 0.0274], [0.1320, -0.0294, 0.0907], [-0.1924, 0.0633, -0.0441], [-0.0800, -0.1075, 0.0654], [-0.3097, 0.0236, 0.0755], [0.1140, 0.1677, 0.0885], [0.0444, -0.1847, 0.0062], [-0.0196, -0.0650, 0.0186], [-0.0303, 0.0128, -0.0187], [-0.0364, -0.1224, -0.0504], [0.1840, -0.1528, -0.1653], [0.0225, 0.0857, 0.2164]],
  "nbo_charge": [-0.19, -0.64, -0.45, 0.69, 0.38, -1.08, -0.48, -0.70, -0.73, 0.49, 0.47, 0.38, 0.37, 0.37, 0.20, 0.24, 0.20, 0.23, 0.24]
}